185
Properties=species:S:1:pos:R:3:lowdin_charge:R:1 method="wB97M-V/def2-TZVPD" e_above_lowest_kj_mol=533.5 spin_multiplicity=1 homo_lumo_gap_ev=9.2 total_energy_ha=-3747.31660 e_homo_ev=-9.247 lumo_energy_ev=0.0
C 17.266 -9.318 9.600 -0.08
C 15.987 -10.110 9.392 -0.42
C 16.053 -11.389 8.593 -0.21
O 16.275 -11.039 7.244 -0.19
C 15.908 -12.042 6.324 -0.10
N 15.502 -10.393 10.779 0.03
H 18.080 -9.700 10.216 0.08
H 17.022 -8.304 9.916 0.08
H 17.809 -9.249 8.657 0.07
H 15.310 -9.375 8.956 0.14
H 15.132 -11.949 8.755 0.12
H 16.902 -11.982 8.934 0.13
H 16.669 -12.810 6.187 0.08
H 15.835 -11.536 5.361 0.09
H 14.973 -12.518 6.620 0.09
H 16.270 -10.962 11.107 0.06
H 15.717 -9.547 11.288 0.06
C 16.664 -17.604 -1.020 -0.08
C 16.432 -16.228 -1.585 -0.42
C 15.133 -16.123 -2.502 -0.19
O 15.192 -15.084 -3.471 -0.21
C 13.921 -14.516 -3.948 -0.07
N 16.367 -15.252 -0.511 0.04
H 15.965 -17.888 -0.233 0.08
H 17.675 -17.707 -0.627 0.07
H 16.633 -18.351 -1.814 0.07
H 17.301 -15.955 -2.184 0.14
H 14.235 -15.964 -1.905 0.11
H 14.928 -17.051 -3.036 0.11
H 13.206 -15.316 -4.140 0.07
H 14.075 -13.982 -4.886 0.08
H 13.480 -13.985 -3.104 0.08
H 15.703 -15.594 0.168 0.06
H 17.231 -15.321 0.007 0.06
C 20.379 -12.705 -0.376 -0.08
C 21.505 -13.085 0.590 -0.38
C 21.410 -14.608 1.144 -0.13
O 20.123 -14.813 1.830 -0.23
C 20.081 -16.013 2.660 -0.09
N 22.635 -12.945 -0.338 0.01
H 20.270 -13.373 -1.231 0.08
H 20.494 -11.684 -0.740 0.07
H 19.385 -12.816 0.058 0.06
H 21.694 -12.416 1.430 0.13
H 22.192 -14.890 1.849 0.10
H 21.438 -15.368 0.364 0.12
H 19.149 -16.056 3.223 0.08
H 20.899 -15.914 3.374 0.07
H 20.254 -16.942 2.117 0.08
H 22.860 -11.962 -0.275 0.06
H 23.389 -13.476 0.073 0.06
C 21.570 -20.812 6.265 -0.07
C 22.162 -20.203 7.481 -0.47
C 22.997 -21.238 8.310 -0.20
O 22.232 -22.319 8.727 -0.18
C 22.925 -23.439 9.193 -0.11
N 22.906 -19.031 7.198 0.03
H 22.406 -21.034 5.601 0.08
H 20.904 -20.141 5.722 0.08
H 20.930 -21.666 6.487 0.08
H 21.312 -19.823 8.048 0.13
H 23.482 -20.756 9.158 0.12
H 23.852 -21.596 7.735 0.12
H 23.500 -23.251 10.099 0.09
H 23.499 -23.967 8.432 0.09
H 22.136 -24.138 9.473 0.09
H 23.353 -18.724 8.051 0.07
H 22.373 -18.216 6.930 0.08
C 19.080 -8.413 2.760 -0.08
C 18.377 -7.380 3.586 -0.43
C 18.535 -6.005 2.815 -0.22
O 17.911 -4.979 3.527 -0.19
C 18.293 -3.663 3.109 -0.09
N 16.976 -7.744 3.933 0.06
H 18.709 -8.434 1.735 0.08
H 18.980 -9.381 3.252 0.07
H 20.157 -8.251 2.739 0.07
H 18.949 -7.230 4.502 0.13
H 18.107 -6.137 1.822 0.12
H 19.596 -5.826 2.645 0.12
H 19.350 -3.501 3.324 0.08
H 17.666 -3.012 3.718 0.09
H 18.134 -3.462 2.050 0.08
H 16.973 -8.559 4.528 0.06
H 16.763 -6.947 4.515 0.06
C 12.557 -15.462 2.853 -0.21
C 11.702 -16.701 3.063 -0.24
O 11.929 -17.218 4.403 -0.07
O 13.931 -15.950 2.916 -0.09
H 12.300 -14.671 3.558 0.11
H 12.450 -15.009 1.867 0.12
H 11.897 -17.417 2.265 0.12
H 10.670 -16.421 2.851 0.11
H 11.240 -16.858 4.967 0.08
H 13.979 -16.619 3.603 0.06
C 24.851 -9.071 1.513 -0.23
C 26.201 -8.629 1.951 -0.26
O 27.178 -9.596 1.637 -0.06
O 24.557 -9.081 0.099 -0.08
H 24.103 -8.342 1.826 0.12
H 24.600 -10.051 1.919 0.12
H 26.294 -8.345 3.000 0.13
H 26.572 -7.737 1.446 0.12
H 27.267 -9.492 0.687 0.08
H 23.671 -8.714 0.136 0.06
C 26.155 -17.999 1.716 -0.21
C 25.444 -18.661 2.947 -0.22
O 25.791 -18.083 4.209 -0.08
O 25.826 -16.616 1.552 -0.08
H 25.703 -18.541 0.885 0.11
H 27.239 -18.107 1.727 0.12
H 25.763 -19.703 2.992 0.11
H 24.357 -18.734 2.946 0.11
H 25.061 -18.334 4.780 0.07
H 26.002 -16.379 0.639 0.08
C 30.219 -13.361 -1.043 -0.22
C 28.649 -13.280 -1.106 -0.27
O 28.217 -14.442 -1.681 -0.05
O 30.790 -13.208 -2.342 -0.07
H 30.565 -14.274 -0.559 0.12
H 30.627 -12.510 -0.498 0.11
H 28.423 -12.402 -1.711 0.12
H 28.178 -13.136 -0.134 0.12
H 28.455 -14.278 -2.596 0.08
H 30.455 -13.971 -2.818 0.07
C 15.313 -17.747 8.069 -0.28
C 15.259 -18.184 9.519 -0.33
O 15.225 -19.529 9.689 -0.02
O 16.560 -18.138 7.637 -0.05
H 15.123 -16.676 7.991 0.12
H 14.429 -18.222 7.645 0.13
H 14.328 -17.755 9.888 0.12
H 16.080 -17.714 10.060 0.12
H 16.095 -19.833 9.419 0.09
H 17.201 -17.571 8.072 0.09
C 14.698 -9.021 0.013 -0.27
C 15.307 -10.447 -0.090 -0.21
O 14.363 -11.559 -0.141 -0.07
O 14.070 -8.686 1.200 -0.06
H 13.987 -8.723 -0.757 0.12
H 15.514 -8.318 -0.157 0.10
H 15.984 -10.582 0.753 0.11
H 15.957 -10.405 -0.964 0.11
H 14.967 -12.288 0.015 0.06
H 14.632 -8.870 1.956 0.08
C 21.738 -8.121 -3.473 -0.24
C 20.700 -7.547 -2.476 -0.22
O 21.197 -7.295 -1.158 -0.09
O 22.755 -7.170 -3.588 -0.07
H 21.362 -8.192 -4.494 0.12
H 22.183 -9.055 -3.128 0.12
H 19.880 -8.261 -2.401 0.11
H 20.357 -6.559 -2.783 0.12
H 21.543 -6.401 -1.111 0.08
H 23.489 -7.621 -3.166 0.08
C 27.922 -14.030 5.210 -0.23
C 26.613 -13.289 4.799 -0.20
O 25.598 -14.276 4.548 -0.09
O 27.718 -15.059 6.187 -0.08
H 28.616 -13.248 5.520 0.11
H 28.372 -14.642 4.429 0.11
H 26.709 -12.699 3.887 0.11
H 26.361 -12.631 5.631 0.12
H 25.900 -14.834 3.827 0.07
H 26.989 -15.605 5.885 0.06
C 21.231 -11.341 7.206 -0.23
C 21.476 -12.460 6.176 -0.23
O 21.956 -13.695 6.742 -0.06
O 22.368 -10.995 8.016 -0.08
H 20.447 -11.635 7.904 0.11
H 20.900 -10.412 6.741 0.12
H 22.241 -12.077 5.501 0.12
H 20.523 -12.549 5.655 0.11
H 22.726 -13.810 6.180 0.07
H 22.595 -11.805 8.479 0.07
C 24.159 -14.849 -4.851 -0.21
C 24.746 -13.532 -5.515 -0.23
O 26.144 -13.527 -5.369 -0.07
O 22.837 -14.642 -4.310 -0.09
H 24.742 -15.132 -3.974 0.11
H 24.097 -15.720 -5.502 0.11
H 24.282 -12.676 -5.024 0.11
H 24.420 -13.433 -6.551 0.11
H 26.521 -14.190 -5.952 0.09
H 22.990 -13.992 -3.621 0.07